[1]
19
Properties=species:S:1:pos:R:3 method="wB97M-V/def2-TZVPD" charge=+1 de_lowest_kcal_mol=63.2 largest_force_ev_per_a=5.66 smiles="C=Nc1[nH]ccc(=[NH2+])c1N" e_lumo_ha=-0.1428 spin_multiplicity=1
C -2.93409 1.52593 0.97856
N -2.31830 0.55682 0.52294
C -0.56353 0.35052 0.47564
N 0.21658 1.03303 1.31359
C 1.54783 0.84036 1.20146
C 2.02843 0.00077 0.27637
C 1.21448 -0.87507 -0.56033
N 1.71338 -1.84579 -1.38901
C -0.16489 -0.61139 -0.45757
N -1.06066 -1.33626 -1.15992
H -3.94477 1.46542 0.86772
H -2.52836 2.54714 1.39635
H -0.20572 1.77568 1.84819
H 2.27566 1.34350 1.73441
H 3.17919 -0.08389 0.28641
H 2.62775 -2.22943 -1.15108
H 1.12721 -2.03889 -2.12568
H -0.88913 -2.22159 -1.57408
H -2.01608 -1.33257 -0.96733


[2]
156
Properties=species:S:1:pos:R:3 method="wB97M-V/def2-TZVPD" charge=+1 largest_force_ev_per_a=1.94 e_lumo_ha=-0.0945 spin_multiplicity=1
C -4.10011 6.46187 7.78053
C -4.77972 5.08304 8.01747
B -5.24867 4.32121 6.72371
O -6.52901 3.79900 6.69774
C -4.45784 4.05520 5.35836
C -3.03519 4.53700 5.14353
F -3.03774 5.86906 4.86880
F -2.53186 3.94489 4.00356
C -2.04165 4.28177 6.26320
C -0.99756 5.14876 6.39098
C -0.05398 4.96380 7.34606
C -0.12366 3.92241 8.22277
C -1.16918 3.05934 8.09269
C -1.26063 1.91149 9.06756
F -2.22854 1.03810 8.75617
F -0.09329 1.27723 9.20983
F -1.57633 2.41130 10.29917
C -2.09980 3.22189 7.12722
C -4.50437 2.46497 5.26369
C -5.58662 2.05282 4.26084
C -6.49139 0.86935 4.64051
C -6.00609 -0.41060 3.96521
C -4.66544 -0.92474 4.48454
C -4.29676 -2.20758 3.72101
C -3.68114 -1.90072 2.32791
C -2.20461 -2.26163 2.26621
C -1.61080 -1.99360 0.87241
C -0.29178 -2.74140 0.71307
C 0.57118 -2.21724 -0.46110
C 0.93293 -3.26961 -1.53075
C 2.45026 -3.31454 -1.81990
C 2.85492 -2.36214 -2.96585
O 3.83779 -2.93342 -3.80322
C 5.15220 -2.66383 -3.34284
N -6.36892 3.31805 3.99809
C -5.31281 4.39562 4.10896
P -5.78220 6.17999 3.77276
C -7.44574 5.98716 2.97141
O -6.14250 6.90458 5.20846
H -4.31468 6.90925 6.81571
H -4.49317 7.15186 8.52573
H -3.03009 6.42342 7.95411
H -5.66204 5.25633 8.63822
H -4.09605 4.49290 8.63158
H -6.78816 3.56699 7.59800
H -0.87579 5.98841 5.72472
H 0.77364 5.65594 7.41349
H 0.61472 3.74362 8.98838
H -2.90242 2.50082 7.07608
H -3.56711 2.03830 4.91634
H -4.72336 1.98102 6.21442
H -5.10955 1.81668 3.30900
H -7.48889 1.09212 4.25101
H -6.52494 0.78932 5.72525
H -5.95703 -0.28201 2.88234
H -6.74536 -1.18748 4.16296
H -3.84658 -0.21098 4.36251
H -4.77110 -1.19415 5.53817
H -3.63854 -2.84675 4.30618
H -5.21705 -2.76973 3.55325
H -4.22690 -2.47689 1.58230
H -3.80885 -0.83048 2.13848
H -1.63376 -1.68131 2.99522
H -2.06809 -3.32404 2.47860
H -1.46140 -0.91889 0.74975
H -2.33199 -2.32029 0.11844
H -0.48577 -3.80522 0.57502
H 0.28941 -2.61510 1.62807
H 1.50341 -1.84401 -0.04591
H 0.07296 -1.37712 -0.94302
H 0.64004 -4.26962 -1.20518
H 0.37788 -3.04730 -2.44345
H 2.69509 -4.33521 -2.11301
H 2.99371 -3.04710 -0.91557
H 1.97893 -2.11351 -3.56296
H 3.21925 -1.43419 -2.51790
H 5.25626 -1.58673 -3.15540
H 5.84830 -2.90997 -4.13684
H 5.39775 -3.21861 -2.43856
H -6.59974 3.32200 3.00681
H -7.20565 3.44782 4.56591
H -4.69892 4.17211 3.23205
H -8.08041 5.33502 3.58294
H -7.91568 6.96708 2.97332
H -7.36800 5.54801 1.98011
H -7.05116 7.22788 5.25583
O 2.49909 0.47539 -4.13012
C 1.85852 0.82811 -5.08461
O 0.51960 0.85150 -5.00208
C -0.31481 1.42290 -6.01948
C -0.62039 0.42179 -7.11367
C 2.52415 1.15997 -6.39992
H 0.12041 2.34287 -6.40734
H -1.23780 1.70675 -5.51732
H 0.28506 0.10220 -7.63069
H -1.30125 0.85538 -7.84637
H -1.07996 -0.47251 -6.69101
H 2.68648 0.23665 -6.95466
H 3.48737 1.61806 -6.18651
H 1.96414 1.86174 -7.01484
O 7.53330 -4.52967 -3.18275
C 7.31890 -5.62989 -2.75053
O 6.34144 -5.78736 -1.83880
C 5.86185 -7.06239 -1.39742
C 6.70610 -7.60925 -0.26474
C 8.16912 -6.81590 -3.13334
H 5.78291 -7.75847 -2.23379
H 4.84691 -6.88507 -1.04356
H 7.73488 -7.78497 -0.58021
H 6.29249 -8.54973 0.10071
H 6.74083 -6.89597 0.55977
H 9.05505 -6.83579 -2.49925
H 8.47724 -6.69666 -4.16904
H 7.65007 -7.76960 -3.06728
O 1.60978 0.67254 0.12182
C 2.49989 1.14914 -0.52986
O 3.69950 0.54590 -0.52601
C 4.75965 0.89383 -1.42236
C 5.58530 2.04853 -0.89328
C 2.32222 2.44120 -1.29160
H 4.36971 1.08207 -2.42387
H 5.38064 0.00225 -1.49503
H 4.98922 2.95657 -0.79322
H 6.42142 2.25738 -1.56107
H 5.97705 1.81064 0.09614
H 2.49567 3.27715 -0.61439
H 1.29756 2.48202 -1.65336
H 2.97000 2.53520 -2.15967
O 5.53330 -9.02351 -4.63723
C 4.36348 -9.22769 -4.81377
O 3.49983 -8.96862 -3.81434
C 2.07873 -8.99102 -3.97378
C 1.51660 -10.38664 -3.79995
C 3.85391 -9.84737 -6.09319
H 1.78992 -8.54258 -4.92527
H 1.68992 -8.33920 -3.19295
H 1.89788 -11.07092 -4.55826
H 0.42846 -10.37152 -3.86603
H 1.80416 -10.79049 -2.82900
H 3.94484 -10.93032 -6.02070
H 4.47564 -9.49377 -6.91197
H 2.82680 -9.58523 -6.33556
O -0.94620 4.60583 -7.24696
C -0.03624 5.18973 -7.76895
O 1.19944 4.65549 -7.70420
C 2.31830 5.15824 -8.44380
C 3.01082 6.28935 -7.71346
C -0.22741 6.54060 -8.41611
H 2.01824 5.43840 -9.45429
H 3.00071 4.31556 -8.54487
H 2.35005 7.14643 -7.58113
H 3.89265 6.61655 -8.26428
H 3.31820 5.96377 -6.71942
H -0.16712 7.31075 -7.64836
H -1.21742 6.56443 -8.86475
H 0.48674 6.76013 -9.20609


[3]
22
Properties=species:S:1:pos:R:3 method="wB97M-V/def2-TZVPD" charge=-1 de_lowest_kcal_mol=64.2 largest_force_ev_per_a=5.77 smiles="Cc1nc(C)c(C=[S@](C)(=O)[O-])s1" e_lumo_ha=0.1187 spin_multiplicity=1
C 2.62458 2.24649 0.43733
C 1.81904 1.03438 0.24192
N 2.20454 -0.13832 0.57279
C 1.08764 -0.95282 0.78850
C 1.46861 -2.43815 0.59657
C -0.12449 -0.38185 0.63845
C -1.80217 -1.15549 0.76944
S -2.80484 0.10547 0.04266
C -2.40934 0.46702 -1.75408
O -2.68103 1.46022 0.61373
O -4.12508 -0.49846 0.00591
S 0.11775 1.34981 0.28505
H 2.02782 3.04535 0.58410
H 3.37336 2.14561 1.19716
H 3.30777 2.46415 -0.50837
H 1.99712 -2.60011 -0.37476
H 2.18736 -2.66028 1.41594
H 0.57921 -3.12437 0.80020
H -1.69924 -1.85756 -0.00233
H -1.90266 -0.41777 -2.23392
H -3.38545 0.55770 -2.29427
H -1.86050 1.34899 -1.82205


[4]
19
Properties=species:S:1:pos:R:3 method="wB97M-V/def2-TZVPD" charge=+1 de_lowest_kcal_mol=33.1 largest_force_ev_per_a=0.75 e_lumo_ha=-0.1695 spin_multiplicity=1
C -0.11739 0.31553 -2.90678
C 0.22510 -0.00034 -1.46129
C -1.48516 -0.42501 0.24911
N -0.93180 -0.70817 -0.85772
H -0.42748 -0.56685 -3.46762
H -0.96715 1.00641 -2.91465
H 0.71043 0.77289 -3.42776
H 1.08242 -0.66044 -1.36104
H 0.35468 0.90895 -0.88633
H -2.43876 -0.85236 0.53521
H -0.98760 0.29405 0.88598
H -1.35505 -1.40568 -1.46629
C 0.49782 -0.69273 2.75564
C 1.23886 0.28427 2.26362
O 0.66269 1.43476 1.78452
H 0.92879 -1.64263 3.03051
H -0.52965 -0.48621 3.03177
H 2.32104 0.23664 2.19085
H 1.21824 2.18692 2.02226


[5]
14
Properties=species:S:1:pos:R:3 method="wB97M-V/def2-TZVPD" charge=0 de_lowest_kcal_mol=0.0 largest_force_ev_per_a=1.60 smiles="NN(C=O)C[C@@H](F)Cl" e_lumo_ha=0.0268 spin_multiplicity=1
N 0.90372 -1.68531 -0.12066
N -0.16772 -0.77845 -0.18836
C -0.84840 -0.70838 -1.39930
O -1.78715 0.05753 -1.60052
C -0.43990 0.26982 0.77754
C 0.17644 1.59151 0.37238
F -0.13277 2.52171 1.30945
Cl 1.94803 1.48071 0.29107
H 1.78775 -1.19495 0.06715
H 0.72790 -2.39253 0.64207
H -0.51593 -1.44249 -2.15039
H -1.51205 0.42086 0.87303
H 0.00888 0.00414 1.76275
H -0.14882 1.85582 -0.63623


[6]
55
Properties=species:S:1:pos:R:3 method="wB97M-V/def2-TZVPD" charge=0 de_lowest_kcal_mol=0.0 largest_force_ev_per_a=0.42 e_lumo_ha=-0.0202 spin_multiplicity=1
Ti 0.04412 -0.28206 0.02704
O 3.07501 -0.57266 2.79360
C 1.98743 -0.41559 2.27843
N 1.68141 0.21040 1.10071
C 2.60475 1.10252 0.50692
C 3.90443 1.36742 0.92799
C 4.63969 2.34559 0.27223
C 4.09345 3.05088 -0.78953
C 2.79961 2.78993 -1.21613
C 2.05717 1.81223 -0.56494
N 0.77435 1.36594 -0.93824
C 0.01695 2.06207 -1.81538
O 0.08057 3.23828 -2.13067
C -0.96160 1.15628 -2.51568
C -1.66072 1.59473 -3.62628
C -2.35116 0.66038 -4.37682
C -2.29122 -0.67270 -4.00024
C -1.60205 -1.01582 -2.85038
N -0.97613 -0.11027 -2.09452
C 0.74775 -0.81669 3.01877
C 0.81867 -1.29929 4.31400
C -0.36315 -1.47397 5.00819
C -1.55784 -1.14551 4.38383
C -1.52701 -0.71063 3.07241
N -0.39311 -0.56785 2.38647
H 4.33590 0.80813 1.73876
H 5.65285 2.54663 0.59535
H 4.67501 3.81074 -1.29545
H 2.36673 3.34317 -2.03365
H -1.60132 2.64216 -3.88572
H -2.89905 0.95808 -5.26144
H -2.76600 -1.44788 -4.58488
H -1.53436 -2.04627 -2.53447
H 1.79318 -1.49713 4.73626
H -0.35763 -1.84529 6.02449
H -2.50479 -1.23292 4.89752
H -2.44796 -0.47510 2.55700
N -3.58476 1.82379 0.19479
C -2.65641 0.86863 0.24817
O -1.47032 1.16827 0.47107
C -3.03575 -0.57036 0.00819
C -1.79858 -1.45569 0.13488
H -3.31462 2.78387 0.33569
H -4.54581 1.60134 0.00726
H -3.48091 -0.61892 -0.99028
H -3.84319 -0.83002 0.70269
H -1.75028 -2.19013 -0.66317
H -1.80243 -2.03391 1.05389
F 1.33662 -1.29941 -1.35296
P 1.61741 -2.90363 -0.82757
F 0.23916 -3.29132 -1.55680
F 1.72758 -4.33607 -0.18389
F 0.67216 -2.36108 0.48564
F 2.43927 -3.21582 -2.13103
F 2.89693 -2.37747 -0.06209


It is found that the E_HOMO values, taken in the order of the records, are -12.4296; -9.5828; -4.0357; -13.0923; -9.9806; -7.4717 eV.
It is found that the frontier orbital gap values, taken in the order of the records, are 8.544; 7.011; 7.266; 8.481; 10.709; 6.923 eV.